1.
Density functional theory data (ωB97M-V with the def2-TZVPD basis set) for a molecular structure, C38H52BrCoN5O at a distorted geometry.

Positions of all 98 atoms, in Å:
Co (0.9486, 0.8027, -0.2437)
C (0.2937, 1.9250, 1.4479)
C (-1.0961, 1.6440, 1.3277)
C (-1.6040, 2.4851, 0.2819)
C (-0.5131, 3.1902, -0.2382)
C (0.6763, 2.8891, 0.4548)
C (1.9472, 3.7503, 0.4677)
C (1.8092, 4.9122, -0.5168)
C (3.1973, 2.9497, 0.0829)
C (2.1477, 4.3189, 1.8790)
C (-3.0140, 2.7432, -0.2961)
C (-3.0245, 4.1049, -1.0122)
C (-3.4209, 1.6984, -1.3423)
C (-4.1048, 2.8198, 0.7800)
C (-1.7626, 0.6239, 2.2682)
C (-2.6366, -0.3808, 1.5067)
C (-0.6905, -0.2142, 2.9814)
C (-2.5795, 1.3156, 3.3818)
H (0.8735, 1.7237, 2.3377)
H (-0.5686, 3.8998, -1.0521)
H (1.6944, 4.5532, -1.5447)
H (2.7047, 5.5370, -0.4810)
H (0.9484, 5.5379, -0.2751)
H (3.1098, 2.5406, -0.9290)
H (3.3702, 2.1207, 0.7771)
H (4.0860, 3.5870, 0.1057)
H (1.2299, 4.7877, 2.2398)
H (2.9435, 5.0696, 1.8845)
H (2.4283, 3.5336, 2.5875)
H (-2.4435, 4.0854, -1.9380)
H (-2.6260, 4.8968, -0.3745)
H (-4.0508, 4.3664, -1.2787)
H (-2.6724, 1.6343, -2.1347)
H (-4.3779, 1.9735, -1.7991)
H (-3.5340, 0.7091, -0.9012)
H (-3.8144, 3.4920, 1.5900)
H (-4.3451, 1.8495, 1.2053)
H (-5.0251, 3.2072, 0.3346)
H (-2.0261, -0.9470, 0.7927)
H (-3.4411, 0.0960, 0.9552)
H (-3.0883, -1.0951, 2.2025)
H (-0.0222, -0.7029, 2.2655)
H (-1.1809, -0.9934, 3.5703)
H (-0.0914, 0.3850, 3.6728)
H (-3.5826, 1.5854, 3.0640)
H (-2.0743, 2.2238, 3.7161)
H (-2.6806, 0.6490, 4.2432)
Br (-0.6631, -6.4577, 4.5496)
C (0.8395, -6.1280, 3.4806)
C (0.6610, -5.6781, 2.1741)
C (1.7648, -5.4117, 1.3921)
C (3.0580, -5.5872, 1.9208)
C (3.2195, -6.0799, 3.2228)
C (2.1119, -6.3420, 4.0017)
N (4.1991, -5.2843, 1.2188)
N (4.1743, -4.7483, 0.0603)
C (3.8894, -3.5189, -0.2213)
C (3.8100, -3.2281, -1.6448)
C (3.2852, -2.0915, -2.1208)
C (2.7816, -1.0881, -1.2045)
O (2.2916, -0.0314, -1.5910)
C (2.9118, -1.3336, 0.2699)
N (2.4528, -0.3424, 1.0503)
C (2.7405, -0.3814, 2.3375)
C (3.4912, -1.4135, 2.9019)
C (3.8792, -2.4723, 2.1179)
C (3.5610, -2.4574, 0.7515)
H (-0.3373, -5.5472, 1.7799)
H (1.6425, -5.0773, 0.3686)
H (4.2201, -6.2419, 3.6041)
H (2.2273, -6.7150, 5.0098)
H (4.1626, -4.0005, -2.3183)
H (3.2188, -1.8950, -3.1825)
H (2.3645, 0.4305, 2.9477)
H (3.7454, -1.3772, 3.9528)
H (4.4431, -3.2889, 2.5462)
C (-3.0938, 0.5176, -4.9647)
C (-1.7493, -0.1984, -4.9365)
N (-1.3231, -0.6137, -3.5919)
C (-1.6518, -1.9747, -3.1636)
C (-2.9706, -2.1401, -2.4198)
C (-0.6654, 0.2273, -2.7615)
C (-0.1179, 1.5044, -3.3326)
N (-0.4888, -0.0079, -1.4945)
H (-3.3186, 0.8428, -5.9826)
H (-3.0863, 1.3990, -4.3200)
H (-3.9032, -0.1343, -4.6332)
H (-0.9848, 0.4352, -5.3764)
H (-1.7928, -1.0995, -5.5461)
H (-0.8262, -2.3408, -2.5478)
H (-1.6576, -2.5897, -4.0628)
H (-2.9862, -1.5713, -1.4910)
H (-3.1232, -3.1937, -2.1779)
H (-3.8126, -1.8112, -3.0285)
H (0.5346, 1.3032, -4.1826)
H (0.4458, 2.0331, -2.5690)
H (-0.9255, 2.1603, -3.6636)
H (-0.9657, -0.8427, -1.1762)

Values from the calculation:
Total charge   +1
Energy above the lowest of the compared OMol25 structures with the same formula, charge and spin   0.515 eV
Strongest force on any atom   1.0 eV/Å
LUMO level (spin up / spin down)   -4.4 / -4.4 eV
Calculated total energy   -5784.7451 Ha
2S+1   5
Kohn-Sham gap (spin up / spin down)   0.194 / 0.200 Eh

2.
Density functional theory data (ωB97M-V with the def2-TZVPD basis set) for a molecular structure, C38H52CoN3OP2 at a distorted geometry.

Positions of all 97 atoms, in Å:
C (-1.9538, 1.1972, 2.1948)
C (-2.6972, 0.9282, -0.0136)
C (-3.1674, 1.7779, 2.5761)
C (-3.9053, 1.5749, 0.2901)
C (-4.1390, 1.9860, 1.6052)
H (-3.2943, 2.0732, 3.6172)
H (-4.6265, 1.7551, -0.5081)
H (-5.0823, 2.4714, 1.8574)
N (-1.7906, 0.7149, 0.9628)
P (0.8126, 0.9536, 2.1296)
P (-1.4260, -1.1172, -1.4582)
C (-0.7555, 1.0956, 3.1246)
H (-0.7308, 1.9546, 3.8094)
H (-0.8471, 0.1979, 3.7582)
C (-2.2647, 0.5189, -1.3771)
H (-3.0162, 0.6847, -2.1543)
C (-0.7750, -1.2835, -3.2581)
C (-2.8410, -2.3374, -1.1886)
C (1.2631, 2.7910, 1.8423)
C (2.0072, 0.1543, 3.3863)
C (0.7427, -1.0197, -3.2516)
H (1.2658, -1.6955, -2.5640)
H (1.1264, -1.1876, -4.2691)
H (0.9856, 0.0103, -2.9683)
C (-0.9845, -2.7004, -3.7999)
H (-0.4944, -3.4516, -3.1713)
H (-2.0413, -2.9559, -3.9215)
H (-0.5216, -2.7529, -4.7962)
C (-1.4418, -0.2694, -4.1986)
H (-1.0584, -0.4569, -5.2139)
H (-2.5321, -0.3685, -4.2439)
H (-1.1928, 0.7649, -3.9292)
C (-2.2133, -3.7462, -1.0894)
H (-1.2019, -3.7191, -0.6562)
H (-2.8317, -4.3629, -0.4205)
H (-2.1693, -4.2475, -2.0626)
C (-3.5629, -2.0446, 0.1402)
H (-2.8827, -2.0878, 0.9978)
H (-4.0722, -1.0732, 0.1304)
H (-4.3299, -2.8241, 0.2784)
C (-3.8631, -2.2091, -2.3391)
H (-3.6519, -1.4020, -3.0535)
H (-3.9456, -3.1512, -2.8978)
H (-4.8585, -1.9950, -1.9204)
C (3.4320, 0.1442, 2.8140)
H (4.0437, -0.5420, 3.4210)
H (3.4536, -0.2227, 1.7799)
H (3.9125, 1.1299, 2.8618)
C (1.5752, -1.3047, 3.5940)
H (0.5382, -1.3991, 3.9362)
H (1.7204, -1.9006, 2.6854)
H (2.2165, -1.7390, 4.3755)
C (1.9884, 0.8665, 4.7503)
H (2.3844, 0.1672, 5.5032)
H (2.6386, 1.7496, 4.7738)
H (0.9788, 1.1526, 5.0753)
C (0.1684, 3.4969, 1.0120)
H (0.2995, 4.5866, 1.1067)
H (0.2653, 3.2559, -0.0520)
H (-0.8488, 3.2466, 1.3389)
C (2.5676, 2.8318, 1.0361)
H (2.4766, 2.2505, 0.1075)
H (2.7759, 3.8767, 0.7638)
H (3.4248, 2.4603, 1.6046)
C (1.4030, 3.5734, 3.1514)
H (0.4983, 3.5244, 3.7691)
H (2.2670, 3.2620, 3.7424)
H (1.5581, 4.6308, 2.8920)
Co (0.2295, -0.1937, 0.2484)
C (-0.3674, -1.6152, 1.0689)
O (-0.5972, -2.6100, 1.6461)
N (0.3018, 1.2119, -1.0704)
C (-0.7007, 1.6212, -1.6802)
C (-0.9693, 2.8251, -2.4954)
C (0.1577, 3.4445, -3.0530)
C (-2.2462, 3.3599, -2.7137)
C (0.0123, 4.5433, -3.8988)
H (1.1492, 3.0272, -2.8262)
C (-2.3896, 4.4691, -3.5435)
H (-3.1055, 2.8996, -2.2259)
C (-1.2714, 5.0562, -4.1496)
H (0.9049, 4.9895, -4.3602)
H (-3.3817, 4.8826, -3.7264)
H (-1.3896, 5.9111, -4.8144)
N (1.9173, -1.1657, -0.0658)
C (2.6418, -2.0708, 0.1465)
C (3.4499, -3.1828, 0.4483)
C (4.7369, -3.3051, -0.1067)
C (5.5510, -4.3749, 0.2638)
C (5.0894, -5.3259, 1.1836)
C (3.7971, -5.2270, 1.7136)
C (2.9675, -4.1718, 1.3373)
H (5.0799, -2.5532, -0.8171)
H (6.5509, -4.4652, -0.1621)
H (5.7338, -6.1526, 1.4887)
H (3.4250, -5.9700, 2.4267)
H (1.9433, -4.1005, 1.7192)

Values from the calculation:
Total charge   +1
Energy above the lowest of the compared OMol25 structures with the same formula, charge and spin   0.398 eV
Strongest force on any atom   7.9 eV/Å
LUMO level (spin up / spin down)   -2.6 / -3.7 eV
Calculated total energy   -3783.9323 Ha
2S+1   4
Kohn-Sham gap (spin up / spin down)   0.252 / 0.246 Eh

3.
Density functional theory data (ωB97M-V with the def2-TZVPD basis set) for a molecular structure, C38H52EuN7O4S at a distorted geometry.

Positions of all 103 atoms, in Å:
Eu (-0.6146, 0.5221, -0.8364)
C (1.4483, -1.9749, -0.7273)
C (2.5227, -1.0550, -0.1267)
C (2.7070, 0.2299, -0.9539)
N (1.6231, 1.1742, -0.7061)
C (1.8562, 2.2762, -0.0031)
C (3.0051, 2.4596, 0.7953)
C (3.6080, 3.5940, 1.2938)
C (3.3087, 4.9188, 1.0185)
C (2.1947, 5.3703, 0.3282)
C (1.0735, 4.6731, -0.0563)
C (0.7688, 3.2916, -0.0468)
N (-0.4466, 2.8004, -0.1917)
C (-1.5960, 3.6855, -0.2875)
C (-2.7974, 2.9843, -0.9430)
C (-3.5286, 2.0036, -0.0205)
N (-2.6619, 0.8908, 0.3274)
C (-2.9854, 0.1371, 1.3688)
C (-4.2879, 0.1409, 1.9149)
C (-4.8047, -0.3577, 3.0903)
C (-4.1202, -0.8586, 4.1843)
C (-2.7504, -1.0669, 4.2528)
C (-1.8131, -1.0673, 3.2421)
C (-1.9076, -0.7527, 1.8627)
N (-0.9850, -1.1117, 0.9805)
C (-0.0109, -2.1036, 1.4263)
C (0.6909, -2.8478, 0.2809)
H (1.9140, -2.6378, -1.4641)
H (0.7080, -1.3662, -1.2734)
H (3.4743, -1.5870, -0.0718)
H (2.2433, -0.7421, 0.8825)
H (2.6814, -0.0151, -2.0269)
H (3.6849, 0.6796, -0.7448)
H (3.4716, 1.5273, 1.0854)
H (4.4819, 3.4230, 1.9130)
H (4.0013, 5.6700, 1.3725)
H (2.1584, 6.4368, 0.1377)
H (0.2936, 5.2950, -0.4765)
H (-1.3666, 4.5634, -0.9061)
H (-1.8737, 4.0422, 0.7160)
H (-2.4458, 2.4575, -1.8433)
H (-3.5081, 3.7518, -1.2607)
H (-4.4390, 1.6543, -0.5365)
H (-3.8428, 2.5361, 0.8914)
H (-5.0262, 0.5905, 1.2633)
H (-5.8800, -0.2600, 3.1997)
H (-4.7023, -1.0767, 5.0711)
H (-2.3716, -1.3267, 5.2351)
H (-0.8105, -1.3099, 3.5713)
H (-0.5177, -2.8652, 2.0363)
H (0.7425, -1.6208, 2.0652)
H (-0.0585, -3.4247, -0.2677)
H (1.3851, -3.5574, 0.7389)
C (4.4203, 1.5308, 5.6400)
C (3.6489, 0.2072, 5.7181)
N (3.0506, -0.1925, 4.4624)
C (3.7779, -1.1280, 3.6275)
C (4.9458, -0.5025, 2.8692)
C (1.9615, 0.4334, 3.9395)
C (1.0915, 1.2098, 4.9000)
N (1.6798, 0.2513, 2.7058)
H (4.7728, 1.8215, 6.6268)
H (3.7867, 2.3233, 5.2493)
H (5.2837, 1.4455, 4.9864)
H (2.8751, 0.2873, 6.4892)
H (4.3367, -0.5870, 6.0198)
H (3.0596, -1.5421, 2.9170)
H (4.1409, -1.9400, 4.2670)
H (4.6072, 0.3953, 2.3641)
H (5.3210, -1.1989, 2.1251)
H (5.7550, -0.2503, 3.5516)
H (0.8106, 0.5695, 5.7356)
H (0.1846, 1.5353, 4.3941)
H (1.5976, 2.0842, 5.2988)
H (0.8286, 0.7198, 2.3982)
C (-5.9332, -2.7499, -4.0866)
C (-4.5602, -2.9575, -4.6450)
C (-3.6204, -3.7173, -3.9546)
C (-2.3386, -3.8661, -4.4504)
C (-1.9989, -3.2630, -5.6448)
C (-2.9158, -2.5123, -6.3529)
C (-4.1961, -2.3625, -5.8498)
S (-0.2802, -3.2873, -6.1276)
O (-0.1369, -2.8760, -7.4929)
O (0.3127, -4.5213, -5.7058)
N (0.3684, -2.0846, -5.1669)
C (0.0869, -0.7341, -5.6021)
C (0.6556, 0.2642, -4.5980)
C (-0.2482, 0.3544, -3.3700)
O (-0.6595, -0.7044, -2.8164)
O (-0.5725, 1.4732, -2.9278)
H (-6.1416, -3.4572, -3.2884)
H (-6.6897, -2.8575, -4.8613)
H (-6.0087, -1.7414, -3.6812)
H (-3.8888, -4.1780, -3.0150)
H (-1.5893, -4.4496, -3.9396)
H (-2.6104, -2.0675, -7.2874)
H (-4.9181, -1.7616, -6.3851)
H (0.1039, -2.2183, -4.1975)
H (-0.9948, -0.5558, -5.7080)
H (0.5539, -0.6159, -6.5825)
H (0.7426, 1.2587, -5.0336)
H (1.6468, -0.0779, -4.2894)

Values from the calculation:
Total charge   -1
Strongest force on any atom   2.0 eV/Å
LUMO level (spin up / spin down)   2.4 / 2.4 eV
Calculated total energy   -3272.0365 Ha
2S+1   8
Kohn-Sham gap (spin up / spin down)   0.175 / 0.234 Eh

- Which formula does entry 1 have?
  C38H52BrCoN5O